1.
ORCA calculation (wB97M-V/def2-TZVPD) on C16H9F6N2O7S3 as an isolated structure in a non-equilibrium geometry.

Calculated values
- total charge = -1
- HOMO (eV) = -5.505
- energy (eV) = -82853.354
- HOMO-LUMO gap (eV) = 5.14
- E_LUMO (eV) = -0.36

The geometry in XYZ format:
```
43
Properties=species:S:1:pos:R:3:forces:R:3
F -2.827 0.585 -4.541 0.3 0.0 0.8
C -2.388 0.604 -3.274 -0.4 0.1 0.3
F -2.468 1.871 -2.799 0.1 -1.0 -0.4
F -3.178 -0.188 -2.511 0.6 0.7 -0.6
S -0.600 -0.028 -3.173 0.7 -0.4 0.2
C -0.078 0.351 -1.474 -1.2 1.7 -1.6
C 0.163 1.782 -1.160 0.7 0.6 0.5
C -0.520 2.481 -0.136 0.4 -0.3 -0.5
C -0.242 3.829 0.076 0.3 0.3 -0.4
C 0.736 4.450 -0.719 -0.3 -2.1 -0.5
N 0.771 5.857 -0.844 0.7 3.3 0.0
O 1.586 6.356 -1.656 -1.5 -0.8 1.4
O -0.006 6.547 -0.157 1.1 -1.2 -1.0
C 1.575 3.698 -1.565 -0.4 0.4 0.1
C 1.276 2.370 -1.786 -0.2 -0.1 0.5
O -0.653 -1.475 -3.161 -0.3 1.0 -0.6
O 0.147 0.708 -4.172 -0.7 -0.5 0.7
H -0.908 -0.056 -0.888 0.7 -0.2 -0.1
H -1.229 1.945 0.499 0.0 0.3 -0.3
H -0.768 4.432 0.815 0.0 -0.3 -0.3
H 2.412 4.174 -2.062 -0.2 0.0 0.0
H 1.920 1.744 -2.404 -0.2 0.3 0.0
F 4.344 -2.877 1.277 -1.1 0.2 0.3
C 3.061 -2.862 1.728 -0.2 -0.5 0.0
F 2.612 -4.139 1.754 0.3 1.2 -0.2
F 3.035 -2.375 2.982 0.0 -0.2 -1.5
S 1.411 -1.455 -0.426 3.0 -2.7 1.8
N -0.085 -2.718 4.217 -0.3 -0.5 1.6
C -0.514 -3.813 3.471 0.4 0.6 1.9
O -0.279 -4.992 3.740 -0.5 1.2 -0.7
C -1.080 -3.280 2.192 0.3 0.1 -0.8
C -0.997 -1.887 2.237 -0.9 0.8 -0.6
C -0.642 -1.125 1.160 1.2 -1.5 0.2
C -0.080 -1.949 0.138 -1.5 0.8 -0.3
C -0.641 -3.230 -0.136 0.8 0.2 -0.1
C -1.113 -3.942 0.941 -0.8 0.2 0.6
S -0.718 -1.271 3.902 0.5 -2.6 -1.5
O -2.023 -0.958 4.446 0.6 0.2 0.5
O 0.316 -0.256 3.875 -0.8 -0.2 0.3
H -0.304 -0.099 1.315 -0.1 -0.2 -0.1
H 0.947 -0.185 -1.427 -1.8 1.0 -0.6
H -0.535 -3.646 -1.144 0.3 0.0 0.6
H -1.438 -4.978 0.851 0.3 0.2 0.1
```
Positions in Å, forces in eV/Å.

Atomic partial charges in e from the Mulliken method, atoms 1 to 8: atom 1 (F): -0.207, atom 2 (C): 0.644, atom 3 (F): -0.217, atom 4 (F): -0.222, atom 5 (S): 1.219, atom 6 (C): -0.767, atom 7 (C): 0.215, atom 8 (C): -0.254

***

2.
ORCA calculation (wB97M-V/def2-TZVPD) on C29H29FN7O3SV as an isolated structure.

Calculated values
- total charge = +2
- HOMO (alpha / beta) (eV) = -12.219 / -12.297
- energy (eV) = -86347.800
- spin multiplicity = 3
- HOMO-LUMO gap (alpha / beta) (eV) = 7.07 / 7.12
- E_LUMO (alpha / beta) (eV) = -5.15 / -5.18

The geometry in XYZ format:
```
71
Properties=species:S:1:pos:R:3:forces:R:3
V 0.153 2.607 -0.152 0.6 -0.2 -0.2
N 3.697 4.978 -0.350 0.0 -0.1 -0.1
C 2.452 4.493 -0.455 0.2 0.4 0.2
S 2.313 2.788 -0.902 -0.1 0.1 -0.1
N 1.461 5.320 -0.239 -0.3 -0.5 -0.1
N 0.262 4.654 -0.364 0.2 0.4 -0.1
C -0.795 5.286 -0.728 -0.3 -0.2 -0.2
C -0.879 6.730 -1.026 0.0 -0.1 0.2
C -1.311 7.158 -2.278 0.0 0.1 0.0
C -1.376 8.514 -2.559 0.0 0.0 0.0
C -1.026 9.439 -1.586 0.0 0.0 0.0
C -0.602 9.013 -0.334 0.0 0.0 0.0
C -0.521 7.659 -0.052 0.0 0.0 -0.1
C -1.973 4.389 -0.955 0.3 0.2 0.1
C -3.249 4.864 -1.184 -0.1 -0.1 0.0
C -4.271 3.953 -1.424 0.0 0.1 0.0
C -3.994 2.596 -1.428 0.1 -0.1 0.0
C -2.696 2.189 -1.171 0.0 0.0 0.0
N -1.711 3.059 -0.941 -0.1 0.3 0.1
H 4.491 4.409 -0.580 0.0 0.0 0.0
H 3.829 5.958 -0.162 0.0 0.0 0.0
H -1.579 6.435 -3.039 0.0 0.0 0.0
H -1.696 8.847 -3.536 0.0 0.0 0.0
H -1.082 10.497 -1.804 0.0 0.0 0.0
H -0.327 9.736 0.421 0.0 0.0 0.0
H -0.170 7.320 0.913 0.0 0.0 0.0
H -3.431 5.929 -1.178 0.0 0.0 0.0
H -5.277 4.306 -1.607 0.0 0.0 0.0
H -4.762 1.861 -1.616 0.0 0.0 0.0
H -2.413 1.144 -1.143 -0.1 0.0 0.0
C -0.299 -3.709 4.193 -0.1 0.0 0.0
C 0.991 -3.026 3.785 0.1 0.1 -0.1
N 0.794 -2.089 2.657 0.0 0.0 0.0
C 0.665 -0.788 2.923 0.0 0.0 -0.1
C 0.443 0.193 1.981 0.0 -0.2 0.3
C 0.311 1.590 2.546 0.0 0.2 -0.2
O 0.241 1.739 3.738 0.0 0.0 0.0
O 0.288 2.601 1.691 -0.3 -0.3 0.2
C 0.320 -0.191 0.634 -0.1 0.2 -0.2
O 0.086 0.616 -0.323 -0.1 -0.2 0.2
C 0.448 -1.606 0.329 0.1 0.0 0.1
C 0.365 -2.047 -0.998 0.0 0.1 0.0
C 0.498 -3.372 -1.280 0.0 -0.2 0.1
F 0.371 -3.783 -2.555 0.0 0.0 0.0
C 0.753 -4.333 -0.280 0.1 0.0 -0.1
C 0.837 -3.897 1.027 0.0 0.1 -0.1
C 0.680 -2.539 1.347 0.1 -0.1 0.1
N 0.941 -5.718 -0.544 -0.1 0.0 0.1
C 1.473 -6.156 -1.825 0.1 0.1 0.0
C 2.095 -7.529 -1.664 -0.1 -0.2 0.1
N 1.038 -8.487 -1.167 0.0 0.1 0.0
C 0.441 -8.005 0.133 0.1 -0.1 -0.1
C -0.107 -6.606 -0.067 -0.1 0.0 0.0
H -0.110 -4.384 5.028 0.0 0.0 0.0
H -0.731 -4.289 3.377 0.0 0.0 0.0
H -1.040 -2.978 4.513 0.0 0.0 0.0
H 1.772 -3.731 3.503 0.0 0.0 0.0
H 1.399 -2.431 4.599 -0.1 0.0 0.0
H 0.741 -0.494 3.962 0.0 0.0 0.0
H 0.184 -1.335 -1.791 0.0 0.0 0.0
H 1.068 -4.619 1.796 0.0 0.0 0.0
H 2.256 -5.478 -2.159 0.0 0.1 0.0
H 0.712 -6.185 -2.616 0.0 0.0 0.0
H 2.883 -7.532 -0.914 0.0 0.0 0.0
H 2.475 -7.923 -2.605 0.0 0.1 0.0
H 1.424 -9.425 -1.058 0.0 0.0 0.0
H 0.298 -8.559 -1.869 0.0 0.0 0.0
H 1.256 -8.014 0.855 0.0 0.0 0.0
H -0.326 -8.718 0.430 0.0 0.0 0.0
H -0.492 -6.260 0.890 0.0 0.0 0.0
H -0.961 -6.634 -0.763 0.0 0.0 0.0
```
Positions in Å, forces in eV/Å.

Atomic partial charges in e from the Mulliken method, atoms 1 to 8: atom 1 (V): 0.311, atom 2 (N): -0.386, atom 3 (C): 0.715, atom 4 (S): -0.469, atom 5 (N): -1.200, atom 6 (N): 1.004, atom 7 (C): 0.247, atom 8 (C): -0.228

***

3.
ORCA calculation (wB97M-V/def2-TZVPD) on C48H62N4O3PTi as an isolated structure in a non-equilibrium geometry.

Calculated values
- total charge = -1
- HOMO (alpha / beta) (eV) = -2.782 / -2.785
- energy (eV) = -95287.159
- HOMO-LUMO gap (alpha / beta) (eV) = 5.31 / 5.31
- E_LUMO (alpha / beta) (eV) = 2.53 / 2.53

The geometry in XYZ format:
```
119
Properties=species:S:1:pos:R:3:forces:R:3
Ti -2.216 0.300 -0.149 1.3 0.4 1.5
C 5.164 1.600 3.599 0.0 -0.1 0.0
C 4.177 0.446 3.823 0.0 0.2 -0.1
C 2.799 0.760 3.316 0.1 -0.2 -0.1
C 1.821 1.492 3.966 -0.3 0.1 0.0
C 1.857 2.062 5.352 0.0 -0.1 0.0
C 0.928 1.311 6.317 0.1 0.0 0.0
C 0.709 1.565 3.062 0.0 -0.1 0.3
C -0.396 2.470 3.085 0.3 -0.1 -0.3
C -1.222 2.618 1.967 -0.4 -0.3 0.5
C -0.937 3.792 1.138 -0.1 0.0 -0.1
C -0.890 5.199 1.654 0.2 0.0 0.0
C 0.506 5.641 2.124 -0.1 0.0 0.0
C -0.508 3.345 -0.074 -0.1 0.1 -0.1
C -0.619 1.887 -0.041 1.2 0.1 1.0
C 0.042 0.852 -0.625 -0.4 0.1 -0.3
C -0.166 -0.616 -0.265 1.1 -0.6 0.1
N -1.152 -0.948 -1.291 0.4 0.0 0.0
C -1.444 -2.357 -1.072 -0.6 -0.1 -0.1
C -0.232 -3.145 -1.507 -0.2 -0.2 0.0
C 0.958 -2.582 -1.210 0.0 0.0 0.4
N 1.049 -1.394 -0.459 0.2 0.1 -0.4
C 2.358 -1.211 0.010 -0.2 -0.1 0.1
C 2.856 -0.463 1.031 0.0 0.0 0.1
C 2.231 0.380 2.044 0.2 0.2 0.1
N 1.006 0.854 1.930 -0.1 0.2 -0.2
C 3.157 -2.233 -0.706 0.1 0.2 -0.3
C 2.333 -3.036 -1.408 -0.1 -0.1 0.1
C 2.672 -4.242 -2.233 0.0 0.1 -0.2
C 3.387 -3.892 -3.544 -0.1 0.0 0.0
C 4.658 -2.305 -0.659 -0.1 -0.1 0.2
C 5.212 -3.585 -0.019 0.0 0.0 0.0
C -1.519 -2.445 0.371 0.4 0.2 -0.7
C -0.966 -1.316 0.974 -1.1 0.8 0.3
C -0.809 -1.283 2.479 0.2 -0.2 -0.1
C 0.386 -2.094 3.010 0.0 0.1 0.0
C -2.023 -3.693 1.025 0.2 -0.1 0.2
C -3.442 -3.597 1.595 0.0 0.0 0.0
N -1.309 1.509 1.103 -0.2 0.3 -0.9
C 0.197 4.116 -1.147 0.1 -0.1 0.1
C 1.725 3.953 -1.068 -0.1 0.0 0.0
H 6.174 1.347 3.937 0.0 0.0 0.0
H 4.835 2.492 4.137 0.0 0.0 0.0
H 5.210 1.853 2.537 0.0 0.0 0.0
H 4.137 0.210 4.892 0.0 0.0 0.0
H 4.557 -0.448 3.322 0.0 0.0 0.0
H 1.561 3.118 5.327 0.0 0.0 0.0
H 2.878 2.032 5.742 0.0 0.0 0.0
H -0.111 1.407 5.996 0.0 0.0 0.0
H 1.016 1.690 7.340 0.0 0.0 0.0
H 1.174 0.247 6.320 0.0 0.0 0.0
H -0.392 3.253 3.839 0.1 0.1 -0.1
H -1.604 5.293 2.473 0.0 0.0 0.0
H -1.223 5.875 0.863 -0.1 0.0 0.0
H 0.954 4.888 2.775 0.0 0.0 0.0
H 0.454 6.587 2.671 0.0 0.0 0.0
H 1.174 5.779 1.272 0.0 0.0 0.0
H 0.639 0.961 -1.523 -0.3 -0.1 -0.2
H -0.278 -4.125 -1.969 0.0 0.1 -0.2
H 3.916 -0.616 1.186 0.0 0.0 0.0
H 1.747 -4.770 -2.465 0.0 0.0 0.0
H 3.289 -4.929 -1.652 0.0 -0.1 0.0
H 2.832 -3.118 -4.081 0.0 -0.1 0.0
H 3.470 -4.769 -4.190 0.0 0.0 0.0
H 4.395 -3.514 -3.359 0.0 0.0 0.0
H 5.040 -1.447 -0.111 0.0 0.1 0.0
H 5.044 -2.208 -1.676 0.0 0.0 0.0
H 4.668 -3.819 0.899 0.0 0.0 0.0
H 6.268 -3.464 0.231 0.0 0.0 0.0
H 5.128 -4.442 -0.688 0.0 0.0 0.0
H -1.727 -1.720 2.884 0.0 0.0 0.0
H -0.754 -0.267 2.850 -0.1 -0.1 0.0
H 0.551 -2.997 2.414 0.0 0.0 0.0
H 0.215 -2.399 4.047 0.0 0.0 0.0
H 1.303 -1.506 2.977 -0.1 -0.1 0.0
H -1.340 -3.998 1.822 0.0 0.0 0.1
H -2.014 -4.474 0.263 0.0 0.0 0.0
H -3.497 -2.902 2.434 0.0 0.0 0.0
H -3.767 -4.579 1.946 0.0 0.0 0.0
H -4.140 -3.255 0.833 0.0 -0.1 0.0
H -0.068 5.174 -1.063 0.0 0.0 0.0
H -0.138 3.781 -2.135 0.0 0.1 0.0
H 2.083 4.211 -0.069 0.0 0.0 0.0
H 2.234 4.588 -1.799 0.0 0.0 0.0
H 2.013 2.916 -1.250 0.0 0.1 0.0
C -5.998 -0.528 0.587 0.0 -0.1 0.1
C -5.042 -0.524 -0.593 0.0 0.2 0.2
C -5.541 -1.392 -1.725 0.0 0.0 -0.1
O -3.772 -1.027 -0.102 -0.3 -0.2 -1.2
C -4.832 0.952 -0.997 0.3 -0.2 0.2
O -5.664 1.519 -1.670 0.0 0.2 -0.1
O -3.741 1.469 -0.495 -0.8 0.1 -0.2
H -6.205 -1.553 0.899 0.0 0.0 0.0
H -6.927 -0.041 0.296 0.0 0.0 0.0
H -5.561 0.013 1.427 0.0 0.0 0.0
H -5.803 -2.382 -1.346 0.0 0.0 0.0
H -4.778 -1.503 -2.496 0.0 0.0 0.0
H -6.420 -0.925 -2.168 0.0 0.0 0.0
H -3.254 -1.432 -0.875 -0.6 -1.0 0.4
C -3.846 0.304 -4.757 0.0 0.0 0.1
P -2.741 0.538 -3.286 -0.1 0.4 -0.7
C -2.777 2.379 -3.285 0.0 -0.1 0.1
C -1.138 0.192 -4.100 0.0 -0.1 0.1
C -0.137 1.141 -4.279 0.1 0.0 0.0
C 1.089 0.785 -4.839 -0.1 0.0 0.0
C 1.325 -0.525 -5.226 -0.1 0.0 0.0
C 0.330 -1.482 -5.050 0.0 0.0 0.0
C -0.885 -1.125 -4.488 0.0 0.0 0.0
H -3.872 -0.748 -5.046 0.0 0.0 0.0
H -3.502 0.900 -5.603 0.0 0.0 0.0
H -4.856 0.614 -4.474 0.0 0.0 0.0
H -2.474 2.785 -4.251 0.0 0.0 0.0
H -2.144 2.775 -2.490 0.0 0.0 0.0
H -3.802 2.677 -3.062 0.0 0.0 0.0
H -0.295 2.167 -3.967 0.0 0.0 0.0
H 1.863 1.534 -4.957 0.0 0.0 0.0
H 2.282 -0.803 -5.652 0.0 0.0 0.0
H 0.513 -2.515 -5.320 0.0 0.0 0.0
H -1.636 -1.888 -4.305 0.1 0.0 0.0
```
Positions in Å, forces in eV/Å.

Atomic partial charges in e from the Mulliken method, atoms 1 to 8: atom 1 (Ti): -0.689, atom 2 (C): -1.302, atom 3 (C): -1.271, atom 4 (C): 0.545, atom 5 (C): 0.340, atom 6 (C): -0.900, atom 7 (C): -1.253, atom 8 (C): 0.837